Formula: C3H10N2O2
Source: the Open Molecules 2025 dataset
Level of theory: ωB97M-V/def2-TZVPD

Last column: Mulliken charge in e.
Cartesian coordinates (Å):
H1 -2.74712 0.18213 -0.14586  0.27
N1 -1.85129 0.64125 0.07451  -0.68
N2 -0.89907 -0.05491 0.35993  0.29
O1 -0.99298 -1.39690 0.66439  -0.16
C1 -2.13462 -2.12985 0.25129  -0.76
H2 -3.02618 -1.81091 0.80202  0.34
H3 -2.30943 -2.03385 -0.82603  0.34
H4 -1.90812 -3.16373 0.50111  0.24
C2 1.95016 1.79451 -0.80126  -1.01
C3 1.96748 0.50445 0.01338  -0.04
O2 1.51753 0.68054 1.30533  -0.58
H5 0.93333 2.18479 -0.84892  0.26
H6 2.58886 2.54101 -0.33040  0.26
H7 2.30040 1.61316 -1.81482  0.32
H8 2.97369 0.05806 0.04050  0.33
H9 1.16993 -0.19763 -0.45511  0.14
H10 0.46742 0.58788 1.20994  0.45

## Properties
- lowest unoccupied orbital energy (eV) = 0.439